Entry 1:
{
  "formula": "C2H6NO3",
  "method": "the ωB97M-V functional and the def2-TZVPD basis",
  "symbols": ["O", "O", "O", "N", "C", "C", "H", "H", "H", "H", "H", "H"],
  "xyz": [[-0.321, -1.345, 0.846], [-1.629, 1.634, 1.922], [0.853, 0.330, 1.592], [1.179, -0.183, -0.566], [0.495, -0.650, -1.753], [0.376, -0.383, 0.609], [1.445, 0.795, -0.516], [-2.284, 1.117, 2.414], [1.040, -1.428, -2.264], [0.209, 0.104, -2.509], [-0.881, 1.074, 1.708], [-0.482, -1.065, -1.484]],
  "atomic_forces_ev_per_a": [[-0.80, 0.66, 0.24], [-0.66, 0.40, 0.03], [-0.92, 0.18, 0.71], [-2.44, 0.47, 1.62], [-1.20, 0.11, -1.29], [4.08, -1.38, -1.57], [0.39, -0.06, -0.67], [0.50, 0.00, -0.29], [0.35, -0.21, -0.02], [0.64, 0.11, 0.54], [-0.22, -0.08, 0.54], [0.28, -0.21, 0.17]],
  "charge": 0,
  "total_energy_ha": -360.201740,
  "largest_force_ev_per_a": 4.6,
  "multiplicity": 2,
  "e_lumo_ev": [0.62, -3.62],
  "de_lowest_kcal_mol": 9.14,
  "gap_ev": [11.70, 7.32]
}

***

Entry 2:
{
  "formula": "C23H23NO6",
  "method": "the ωB97M-V functional and the def2-TZVPD basis",
  "symbols": ["O", "O", "O", "O", "O", "O", "N", "C", "C", "C", "C", "C", "C", "C", "C", "C", "C", "C", "C", "C", "C", "C", "C", "C", "C", "C", "C", "C", "C", "C", "H", "H", "H", "H", "H", "H", "H", "H", "H", "H", "H", "H", "H", "H", "H", "H", "H", "H", "H", "H", "H", "H", "H"],
  "xyz": [[2.363, 2.577, -3.872], [1.369, 0.573, 0.557], [-2.953, -2.639, 2.381], [-3.799, -1.998, -0.435], [-0.127, -0.138, 5.223], [-2.792, -0.676, -2.457], [-1.325, -1.125, 1.858], [-2.406, -0.756, 5.596], [0.695, 2.504, -2.109], [-0.984, -0.754, 6.178], [-2.869, -1.506, 0.199], [-0.935, -0.213, 0.796], [-1.895, -0.190, -1.614], [4.125, 1.100, -4.596], [-0.366, 1.786, -1.588], [1.670, 0.651, -5.121], [-0.824, 0.030, 4.009], [-0.604, -1.200, 3.098], [1.301, 2.024, -3.258], [2.419, -1.062, -0.521], [0.823, 0.880, -3.905], [1.074, -1.452, -0.313], [2.775, 1.717, -4.948], [0.478, -0.417, 0.346], [-1.934, -0.531, -0.287], [-2.293, 0.197, 4.405], [-0.246, 0.186, -3.399], [-0.830, 0.625, -2.204], [2.536, 0.177, 0.026], [-2.440, -1.858, 1.611], [1.050, 3.404, -1.636], [-3.412, -1.273, -1.955], [-1.024, 0.821, 1.158], [-0.860, 2.149, -0.701], [-0.956, -2.097, 3.613], [-0.916, -0.165, 7.098], [-0.407, 0.919, 3.524], [2.088, -0.356, -5.148], [-2.976, -0.060, 3.600], [2.879, 2.352, -5.834], [-3.142, -0.424, 6.324], [3.364, 0.853, 0.102], [4.487, 0.496, -5.423], [1.093, 0.805, -6.034], [0.613, -2.372, -0.609], [0.467, -1.301, 2.898], [-0.624, -0.699, -3.887], [-2.685, -1.751, 5.251], [3.185, -1.630, -1.007], [4.025, 0.475, -3.710], [4.847, 1.885, -4.388], [-0.627, -1.769, 6.390], [-2.475, 1.227, 4.715]],
  "atomic_forces_ev_per_a": [[-0.03, 0.38, 0.27], [-0.24, 0.31, 0.37], [-0.19, -0.05, -0.09], [0.07, -0.11, 0.25], [0.22, 0.03, -0.14], [-0.02, -0.08, -0.06], [-0.03, 0.08, -0.11], [0.12, -0.03, -0.03], [0.28, 0.12, -0.20], [-0.13, -0.14, 0.39], [-0.05, 0.38, -0.75], [0.32, 0.37, -0.23], [-0.04, -0.08, 0.49], [-0.33, 0.34, 0.00], [-0.16, -0.22, -0.17], [-0.07, 0.11, -0.11], [-0.23, -0.02, -0.44], [0.12, 0.13, 0.50], [-0.53, -0.49, 0.05], [0.17, 0.44, 0.17], [0.23, 0.27, 0.07], [-0.39, 0.45, 0.42], [0.49, -0.42, -0.45], [-0.05, -0.84, -0.23], [-0.27, -0.04, -0.07], [0.23, 0.04, 0.03], [0.00, 0.15, 0.18], [-0.13, 0.12, -0.31], [0.53, -0.49, -0.41], [0.01, -0.30, 0.52], [0.04, 0.12, 0.08], [0.17, 0.12, 0.08], [0.02, -0.11, -0.05], [-0.03, 0.02, 0.15], [0.08, 0.03, -0.04], [-0.01, -0.10, -0.06], [-0.08, -0.05, 0.03], [0.03, -0.01, -0.05], [-0.08, 0.04, -0.03], [-0.07, -0.09, 0.14], [-0.04, -0.04, 0.01], [0.06, 0.17, 0.06], [0.04, -0.09, -0.08], [0.03, -0.03, -0.02], [-0.18, -0.19, -0.08], [-0.07, -0.04, 0.00], [-0.05, -0.12, -0.06], [-0.04, -0.01, 0.02], [0.23, -0.06, -0.09], [-0.01, -0.11, 0.08], [0.10, 0.04, 0.01], [-0.05, 0.09, 0.01], [0.00, 0.02, -0.05]],
  "charge": 0,
  "total_energy_ha": -1396.441683,
  "largest_force_ev_per_a": 0.9,
  "multiplicity": 1,
  "e_lumo_ev": -0.34,
  "smiles": "C[C@H]1Cc2cc(/C(O)=C3/C(=O)C(=O)N(C[C@H]4CCCO4)[C@H]3c3ccco3)ccc2O1",
  "de_lowest_kcal_mol": 59.64,
  "gap_ev": 8.14
}

***

Entry 3:
{
  "formula": "C3H8O2",
  "method": "the ωB97M-V functional and the def2-TZVPD basis",
  "symbols": ["O", "O", "C", "C", "C", "H", "H", "H", "H", "H", "H", "H", "H"],
  "xyz": [[1.784, -0.305, -0.094], [0.160, 0.802, -1.749], [-0.470, -0.179, -0.933], [0.482, -0.525, 0.197], [0.083, -1.058, 1.352], [-0.885, 2.255, 1.561], [-0.601, 1.567, 1.614], [0.802, -1.339, 2.113], [-1.415, 0.201, -0.526], [-0.971, -1.233, 1.540], [-0.685, -1.082, -1.519], [-0.066, 0.635, -2.669], [1.783, 0.260, -0.888]],
  "atomic_forces_ev_per_a": [[0.01, 0.11, -0.09], [-0.09, 0.05, -0.30], [-0.13, -0.19, 0.17], [-0.31, -0.25, 0.22], [0.09, 0.04, -0.17], [0.01, -0.05, 0.01], [-0.04, 0.13, 0.01], [-0.08, 0.03, -0.10], [0.16, -0.05, -0.04], [0.16, 0.07, -0.06], [0.07, 0.12, 0.09], [0.05, 0.09, 0.14], [0.09, -0.11, 0.12]],
  "charge": 0,
  "total_energy_ha": -269.516560,
  "largest_force_ev_per_a": 0.5,
  "multiplicity": 1,
  "e_lumo_ev": 0.58,
  "smiles": "C=C(O)CO.[H][H]",
  "de_lowest_kcal_mol": 49.15,
  "gap_ev": 9.32
}